The following is a quantum chemistry calculation of a molecular structure, C20H27BN4O3S2Sr, from OMol25.

Atoms and positions in Å:
Sr (-0.74186, -0.02125, -0.14833)
C (4.61396, -2.38451, -1.05016)
S (4.53858, -0.84948, -0.12463)
C (2.84174, -0.68946, 0.30600)
S (1.68717, -1.85641, -0.25955)
N (2.64680, 0.36011, 1.05320)
N (1.34593, 0.55212, 1.41982)
C (1.16520, 1.43954, 2.31581)
C (-0.17664, 1.72271, 2.84149)
C (-0.29881, 2.66084, 3.86129)
C (-1.55048, 2.89408, 4.40784)
C (-2.63509, 2.19191, 3.91187)
C (-2.42303, 1.29970, 2.87099)
N (-1.23046, 1.06372, 2.33310)
H (5.66442, -2.49254, -1.32232)
H (4.01013, -2.34301, -1.95265)
H (4.30790, -3.23628, -0.44887)
H (2.01136, 1.97413, 2.74472)
H (0.57512, 3.18666, 4.21898)
H (-1.67640, 3.61276, 5.20678)
H (-3.63265, 2.33154, 4.30311)
H (-3.25918, 0.75398, 2.44744)
O (-1.06285, -2.26139, 1.16426)
C (-1.54084, -3.45128, 0.56354)
C (-1.71917, -3.35308, -0.93850)
C (-2.09771, -4.47595, -1.66578)
C (-2.26428, -4.36210, -3.03373)
C (-2.05246, -3.12968, -3.63686)
C (-1.68055, -2.06334, -2.84036)
N (-1.51134, -2.17438, -1.51733)
H (-0.08562, -2.25807, 1.05290)
H (-2.50555, -3.68374, 1.01982)
H (-0.86891, -4.28529, 0.78547)
H (-2.25291, -5.41997, -1.15875)
H (-2.55541, -5.22129, -3.62385)
H (-2.17330, -2.98972, -4.70146)
H (-1.52172, -1.07346, -3.25885)
C (-1.42768, 1.91395, -5.92924)
C (-1.55524, 2.50275, -4.53409)
C (-2.80116, 3.38090, -4.46162)
O (-1.72834, 1.43125, -3.58716)
B (-1.07069, 1.74405, -2.38388)
O (-0.31412, 2.89889, -2.59864)
C (-0.27814, 3.21080, -4.00316)
C (1.01232, 2.61800, -4.56372)
C (-0.26205, 4.72004, -4.17668)
H (-2.36592, 1.43109, -6.20679)
H (-0.63424, 1.17002, -5.97477)
H (-1.21790, 2.69225, -6.66687)
H (-3.67564, 2.76355, -4.67027)
H (-2.76962, 4.19316, -5.19018)
H (-2.91668, 3.80740, -3.46487)
H (1.02706, 1.53424, -4.44158)
H (1.85500, 3.03014, -4.00834)
H (1.14366, 2.85536, -5.62117)
H (-1.09798, 5.18621, -3.65880)
H (-0.30592, 4.99563, -5.23322)
H (0.66241, 5.12140, -3.76026)

Summary:
Energy relative to the best compared isomer or geometry (same formula, charge and spin) (kcal per mole): 0.0
Molecular weight (g mol⁻¹): 534.03
Kohn-Sham gap (Eh): 0.216
Energy (eV): -56466.5274

=====

The following is a quantum chemistry calculation of a molecular structure, C20H27BrF3I2NO8PS, from OMol25.

Atoms and positions in Å:
C (3.44655, 2.80653, 2.35275)
C (3.85540, 1.85397, 1.22313)
C (3.02474, 0.57891, 1.00561)
Br (2.54416, -0.31008, 2.72284)
C (1.96802, 0.41361, -0.05066)
C (0.99198, 1.20234, -0.51755)
C (0.58976, 2.60971, -0.17537)
I (1.99745, 4.20276, -0.72973)
C (-0.24825, 2.85653, 1.14845)
C (-0.02357, 1.92346, 2.32280)
I (-0.35646, 4.95901, 1.71689)
C (0.10203, 0.59589, -1.58099)
O (-0.34638, 1.22932, -2.47315)
C (-0.25668, -0.86172, -1.44476)
C (-1.60846, -1.35465, -1.84384)
C (-2.76389, -0.58340, -1.09491)
C (-3.91026, -1.58572, -0.86076)
C (-5.30761, -0.93876, -0.78041)
C (-5.31110, 0.39820, -0.02510)
O (-5.35504, 1.45958, -1.00171)
C (-5.56318, 2.67470, -0.41180)
C (-4.48809, 3.69667, -0.69417)
O (-6.48088, 2.89515, 0.25059)
C (0.68436, -1.65261, -0.96449)
P (0.59681, -3.47160, -0.61988)
N (-0.14710, -4.26415, -1.98661)
O (-0.48760, -3.56330, 0.65303)
C (2.00784, -0.98441, -0.66383)
O (3.01036, -1.51859, -0.94023)
H (2.47336, 3.28647, 2.23586)
H (4.21310, 3.58668, 2.41045)
H (3.45478, 2.32440, 3.33098)
H (4.82188, 1.48549, 1.59212)
H (4.13619, 2.34590, 0.29353)
H (3.79838, -0.13437, 0.69724)
H (-0.14757, 2.86122, -0.93693)
H (-1.28477, 2.68482, 0.85582)
H (0.08254, 0.90931, 1.93593)
H (-0.95242, 1.89377, 2.90600)
H (0.75714, 2.18913, 3.02709)
H (-1.73345, -1.12125, -2.90628)
H (-1.74976, -2.41592, -1.66576)
H (-3.05052, 0.24075, -1.74733)
H (-2.32598, -0.23701, -0.15396)
H (-3.69909, -2.24135, -0.00929)
H (-3.90999, -2.24543, -1.73798)
H (-5.68475, -0.73376, -1.78398)
H (-5.98674, -1.64821, -0.30185)
H (-4.43602, 0.51724, 0.62151)
H (-6.21107, 0.44736, 0.59185)
H (-4.84376, 4.66170, -0.34311)
H (-4.28331, 3.75508, -1.76599)
H (-3.55678, 3.39267, -0.21189)
H (0.29513, -5.18029, -2.01052)
H (-1.10983, -4.46938, -1.70680)
H (-1.35954, -3.21356, 0.40381)
C (6.03778, -3.75750, -0.56973)
F (6.51470, -2.90195, -1.50005)
F (4.70092, -3.79672, -0.72575)
F (6.50403, -4.98340, -0.89400)
S (6.52382, -3.26244, 1.14205)
O (5.94374, -1.94281, 1.30055)
O (7.97070, -3.28056, 1.11108)
O (5.93221, -4.28339, 1.97918)

Summary:
Molecular weight (g mol⁻¹): 863.18
Total charge: -1
Kohn-Sham gap (Eh): 0.229
Energy (eV): -153569.2529

=====

The following is a quantum chemistry calculation of a single C20H27BrN2O5S molecule, from OMol25.

Atoms and positions in Å:
C (6.19315, -0.87466, -2.60086)
C (6.22935, -1.42435, -1.18194)
O (4.91738, -1.53709, -0.63281)
C (4.38715, -0.43739, -0.09221)
O (4.99713, 0.62354, -0.03421)
C (3.04281, -0.60953, 0.43371)
C (2.40201, 0.45441, 1.04024)
N (2.93387, 1.70201, 1.20295)
C (2.24102, 2.71264, 1.80221)
C (3.00072, 4.00825, 1.88090)
O (1.11507, 2.53946, 2.22106)
S (0.82227, 0.10264, 1.60907)
C (0.96427, -1.55123, 1.03737)
C (0.00658, -2.56339, 1.13229)
O (-1.20163, -2.53924, 1.74490)
C (-1.90334, -1.34155, 1.96779)
C (-2.47043, -0.74474, 0.67368)
O (-1.42521, -0.34221, -0.17407)
C (-3.36463, 0.47328, 1.00552)
N (-3.46316, 1.32578, -0.16822)
C (-4.67461, 1.28295, -0.99062)
C (-4.94025, -0.14756, -1.46046)
C (-5.90332, 1.82763, -0.24522)
C (-4.39128, 2.16785, -2.21002)
C (0.35319, -3.80117, 0.59065)
Br (-0.93543, -5.18369, 0.70903)
C (1.57630, -4.05012, -0.00909)
C (2.51152, -3.04426, -0.09746)
C (2.21388, -1.78542, 0.42324)
H (5.55337, -1.49213, -3.22686)
H (5.80696, 0.14169, -2.59544)
H (7.19750, -0.86773, -3.01439)
H (6.83115, -0.77422, -0.53841)
H (6.63003, -2.44011, -1.16350)
H (3.88202, 1.79705, 0.82552)
H (3.25927, 4.34701, 0.88003)
H (2.39005, 4.75959, 2.37249)
H (3.92068, 3.86288, 2.44285)
H (-1.28467, -0.60062, 2.48286)
H (-2.73185, -1.63049, 2.62072)
H (-3.05789, -1.52822, 0.16906)
H (-1.77588, 0.43409, -0.64925)
H (-2.87571, 1.03347, 1.80653)
H (-4.33401, 0.12570, 1.37629)
H (-3.27064, 2.28975, 0.07478)
H (-5.75549, -0.15218, -2.17931)
H (-4.05439, -0.55584, -1.93937)
H (-5.21891, -0.79026, -0.62976)
H (-6.77089, 1.82642, -0.89945)
H (-5.72363, 2.84869, 0.08740)
H (-6.13495, 1.21857, 0.62572)
H (-5.23939, 2.16014, -2.88888)
H (-3.51567, 1.80304, -2.74066)
H (-4.20541, 3.19539, -1.90423)
H (1.78047, -5.03162, -0.40752)
H (3.46346, -3.22290, -0.56463)

Summary:
SMILES string: CCOC(=O)c1c(NC(C)=O)sc2c(OC[C@H](O)CNC(C)(C)C)c(Br)ccc12
Energy relative to the best compared isomer or geometry (same formula, charge and spin) (kcal per mole): 1.8
Molecular weight (g mol⁻¹): 487.42
Kohn-Sham gap (Eh): 0.300
Energy (eV): -115274.8016

=====

The following is a quantum chemistry calculation of a molecular structure, C20H27Cl3NO2PPtSi, from OMol25.

Atoms and positions in Å:
Pt (0.22917, 0.06029, -0.19604)
O (-1.47144, 2.64576, 2.53482)
C (-1.13704, 1.76821, 1.78375)
O (-0.73033, 1.77158, 0.58411)
C (-1.22629, 0.30471, 2.35983)
C (-1.72737, 0.13109, 3.66546)
C (-1.71195, -1.15718, 4.22875)
C (-1.28319, -2.19605, 3.47163)
C (-0.87741, -2.01805, 2.04861)
N (-0.79140, -0.65412, 1.60245)
H (-2.09322, 0.99919, 4.20323)
H (-2.03327, -1.30045, 5.25248)
H (-1.28523, -3.20956, 3.85375)
H (-1.68586, -2.49136, 1.46108)
C (2.90460, -1.88092, -2.81578)
C (2.53116, -2.50266, -1.48143)
C (3.36374, -1.91862, -0.33663)
C (2.70484, -4.01882, -1.55185)
P (0.71456, -2.01891, -1.08592)
C (0.32576, -3.22917, 0.21129)
C (0.03959, -4.54705, -0.05097)
C (0.08595, -5.52105, 0.95046)
C (0.51824, -5.19173, 2.25668)
C (0.72263, -3.90140, 2.59500)
C (0.46048, -2.78358, 1.64298)
C (-0.50725, -2.23747, -2.52277)
C (-1.90354, -2.15348, -1.88652)
C (-0.32204, -1.05294, -3.47891)
C (-0.37035, -3.53752, -3.31472)
H (3.98555, -1.96093, -2.94575)
H (2.64602, -0.82988, -2.85329)
H (2.43709, -2.40250, -3.65036)
H (4.42337, -1.98255, -0.58790)
H (3.21854, -2.48234, 0.58827)
H (3.12617, -0.86721, -0.16365)
H (3.72916, -4.23282, -1.86252)
H (2.04574, -4.48023, -2.28806)
H (2.55225, -4.50388, -0.58898)
H (-0.15877, -4.85844, -1.06626)
H (-0.12624, -6.55391, 0.70180)
H (0.70205, -5.98693, 2.96750)
H (1.07793, -3.63604, 3.58431)
H (1.25416, -2.02975, 1.73780)
H (-2.02986, -1.22467, -1.32510)
H (-2.10264, -3.00493, -1.22906)
H (-2.65636, -2.16087, -2.67564)
H (-0.38852, -0.10322, -2.94845)
H (-1.12435, -1.07678, -4.21807)
H (0.62335, -1.09099, -4.01535)
H (-0.63322, -4.42154, -2.73486)
H (0.62990, -3.66249, -3.72732)
H (-1.06375, -3.49705, -4.15599)
Cl (0.03391, 2.98546, -2.11798)
Si (1.47977, 1.85323, -1.31103)
Cl (2.33859, 2.44637, 0.43157)
Cl (2.93896, 1.63201, -2.68244)

Summary:
Energy relative to the best compared isomer or geometry (same formula, charge and spin) (kcal per mole): 11.5
Molecular weight (g mol⁻¹): 673.94
Total charge: +2
Kohn-Sham gap (spin up / spin down) (Eh): 0.162 / 0.157
Energy (eV): -84729.5055